The following is a quantum chemistry calculation of 12 unconnected molecules or ions with the total composition C48H110F6O24 in a non-equilibrium geometry, from the OMol25 dataset.

Bonds (Å) are listed after each position.
Geometry (Å):
1 C -1.094 0.998 3.517  O2 1.444, H7 1.090, H8 1.090, H9 1.090
2 O -1.621 0.582 2.239  C1 1.444, C3 1.394
3 C -2.760 -0.221 2.267  O2 1.394, C4 1.484, H10 1.090, H11 1.090
4 C -3.924 0.431 2.917  C3 1.484, O5 1.449, H12 1.090, H13 1.090
5 O -5.167 -0.190 2.508  C4 1.449, C6 1.391
6 C -6.315 0.094 3.242  O5 1.391, H14 1.090, H15 1.090, H16 1.090
7 H -1.258 0.276 4.318  C1 1.090
8 H -1.551 1.914 3.892  C1 1.090
9 H -0.015 1.087 3.393  C1 1.090
10 H -2.499 -1.144 2.785  C3 1.090
11 H -3.047 -0.525 1.260  C3 1.090
12 H -3.928 1.508 2.749  C4 1.090
13 H -3.848 0.332 4.000  C4 1.090
14 H -6.792 1.034 2.965  C6 1.090
15 H -6.101 0.025 4.308  C6 1.090
16 H -7.170 -0.555 3.053  C6 1.090
17 C 0.061 -3.407 4.605  O18 1.466, H23 1.090, H24 1.090, H25 1.090
18 O 0.730 -4.693 4.824  C17 1.466, C19 1.413
19 C 2.123 -4.560 4.626  O18 1.413, C20 1.540, H26 1.090, H27 1.090
20 C 2.756 -5.961 4.555  C19 1.540, O21 1.446, H28 1.090, H29 1.090
21 O 4.122 -5.906 4.084  C20 1.446, C22 1.426
22 C 5.123 -6.578 4.845  O21 1.426, H30 1.090, H31 1.090, H32 1.090
23 H 0.403 -2.658 5.319  C17 1.090
24 H -1.000 -3.539 4.816  C17 1.090
25 H 0.066 -3.105 3.558  C17 1.090
26 H 2.477 -4.016 5.501  C19 1.090
27 H 2.405 -4.019 3.722  C19 1.090
28 H 2.091 -6.607 3.981  C20 1.090
29 H 2.636 -6.391 5.549  C20 1.090
30 H 5.986 -6.726 4.196  C22 1.090
31 H 4.778 -7.527 5.256  C22 1.090
32 H 5.326 -6.067 5.786  C22 1.090
33 C -1.454 -0.621 -6.623  O34 1.434, H39 1.090, H40 1.090, H41 1.090
34 O -0.461 0.190 -5.981  C33 1.434, C35 1.436
35 C 0.005 -0.303 -4.716  O34 1.436, C36 1.549, H42 1.090, H43 1.090
36 C 1.264 0.509 -4.319  C35 1.549, O37 1.438, H44 1.090, H45 1.090
37 O 2.489 0.246 -5.025  C36 1.438, C38 1.414
38 C 2.493 0.444 -6.426  O37 1.414, H46 1.090, H47 1.090, H48 1.090
39 H -1.944 -0.023 -7.391  C33 1.090
40 H -2.171 -0.938 -5.865  C33 1.090
41 H -0.846 -1.435 -7.016  C33 1.090
42 H 0.371 -1.330 -4.740  C35 1.090
43 H -0.738 -0.168 -3.930  C35 1.090
44 H 1.500 0.375 -3.264  C36 1.090
45 H 0.968 1.556 -4.381  C36 1.090
46 H 1.869 -0.238 -7.002  C38 1.090
47 H 3.441 0.185 -6.898  C38 1.090
48 H 2.293 1.458 -6.773  C38 1.090
49 C -3.195 -4.405 2.661  O50 1.412, H55 1.090, H56 1.090, H57 1.090
50 O -3.806 -5.427 3.420  C49 1.412, C51 1.435
51 C -3.301 -6.712 3.028  O50 1.435, C52 1.566, H58 1.090, H59 1.090
52 C -4.159 -7.895 3.591  C51 1.566, O53 1.424, H60 1.090, H61 1.090
53 O -5.412 -8.198 2.988  C52 1.424, C54 1.435
54 C -6.373 -7.134 2.910  O53 1.435, H62 1.090, H63 1.090, H64 1.090
55 H -3.696 -3.473 2.924  C49 1.090
56 H -3.540 -4.349 1.629  C49 1.090
57 H -2.106 -4.422 2.646  C49 1.090
58 H -2.241 -6.905 3.197  C51 1.090
59 H -3.247 -6.788 1.942  C51 1.090
60 H -4.398 -7.718 4.639  C52 1.090
61 H -3.605 -8.828 3.491  C52 1.090
62 H -5.888 -6.277 2.442  C54 1.090
63 H -6.810 -6.923 3.886  C54 1.090
64 H -7.246 -7.440 2.332  C54 1.090
65 C -3.891 2.218 -0.192  O66 1.467, H71 1.090, H72 1.090, H73 1.090
66 O -4.466 2.973 -1.310  C65 1.467, C67 1.411
67 C -3.603 4.045 -1.620  O66 1.411, C68 1.554, H74 1.090, H75 1.090
68 C -3.971 4.879 -2.878  C67 1.554, O69 1.403, H76 1.090, H77 1.090
69 O -3.894 4.183 -4.094  C68 1.403, C70 1.457
70 C -4.192 5.032 -5.239  O69 1.457, H78 1.090, H79 1.090, H80 1.090
71 H -3.679 2.784 0.715  C65 1.090
72 H -2.913 1.788 -0.406  C65 1.090
73 H -4.592 1.395 -0.057  C65 1.090
74 H -2.547 3.776 -1.592  C67 1.090
75 H -3.673 4.690 -0.745  C67 1.090
76 H -3.297 5.721 -3.031  C68 1.090
77 H -5.010 5.210 -2.861  C68 1.090
78 H -3.434 5.813 -5.316  C70 1.090
79 H -5.180 5.488 -5.190  C70 1.090
80 H -4.090 4.430 -6.142  C70 1.090
81 C -2.093 -8.478 -0.541  O82 1.387, H87 1.090, H88 1.090, H89 1.090
82 O -1.029 -7.688 -0.136  C81 1.387, C83 1.428
83 C 0.043 -8.346 0.541  O82 1.428, C84 1.505, H90 1.090, H91 1.090
84 C 0.903 -7.277 1.160  C83 1.505, O85 1.444, H92 1.090, H93 1.090
85 O 1.753 -6.628 0.190  C84 1.444, C86 1.449
86 C 2.538 -5.657 0.924  O85 1.449, H94 1.090, H95 1.090, H96 1.090
87 H -2.982 -8.058 -1.012  C81 1.090
88 H -2.511 -8.967 0.339  C81 1.090
89 H -1.709 -9.288 -1.161  C81 1.090
90 H 0.568 -9.007 -0.149  C83 1.090
91 H -0.376 -9.021 1.288  C83 1.090
92 H 1.555 -7.702 1.923  C84 1.090
93 H 0.221 -6.603 1.676  C84 1.090
94 H 3.017 -4.865 0.348  C86 1.090
95 H 3.259 -6.097 1.613  C86 1.090
96 H 1.931 -5.102 1.641  C86 1.090
97 C -4.941 -2.250 0.111  O98 1.442, H103 1.090, H104 1.090, H105 1.090
98 O -3.923 -2.643 -0.832  C97 1.442, C99 1.385
99 C -4.004 -2.260 -2.160  O98 1.385, C100 1.561, H106 1.090, H107 1.090
100 C -3.701 -0.735 -2.311  C99 1.561, O101 1.375, H108 1.090, H109 1.090
101 O -3.511 -0.475 -3.648  C100 1.375, C102 1.379
102 C -3.475 0.874 -3.933  O101 1.379, H110 1.090, H111 1.090, H112 1.090
103 H -4.919 -1.166 0.223  C97 1.090
104 H -4.804 -2.729 1.081  C97 1.090
105 H -5.960 -2.490 -0.193  C97 1.090
106 H -4.921 -2.584 -2.651  C99 1.090
107 H -3.266 -2.889 -2.658  C99 1.090
108 H -2.731 -0.610 -1.830  C100 1.090
109 H -4.347 0.000 -1.832  C100 1.090
110 H -3.411 0.797 -5.018  C102 1.090
111 H -2.524 1.318 -3.640  C102 1.090
112 H -4.363 1.490 -3.791  C102 1.090
113 C 5.114 0.844 0.897  O114 1.423, H119 1.090, H120 1.090, H121 1.090
114 O 5.431 2.228 0.812  C113 1.423, C115 1.407
115 C 4.433 3.127 1.231  O114 1.407, C116 1.482, H122 1.090, H123 1.090
116 C 4.994 4.495 1.336  C115 1.482, O117 1.405, H124 1.090, H125 1.090
117 O 4.045 5.459 0.957  C116 1.405, C118 1.410
118 C 4.503 6.764 1.231  O117 1.410, H126 1.090, H127 1.090, H128 1.090
119 H 5.026 0.536 1.938  C113 1.090
120 H 5.871 0.211 0.433  C113 1.090
121 H 4.184 0.615 0.376  C113 1.090
122 H 3.939 2.748 2.126  C115 1.090
123 H 3.581 3.102 0.552  C115 1.090
124 H 5.818 4.531 0.623  C116 1.090
125 H 5.515 4.643 2.282  C116 1.090
126 H 3.716 7.517 1.268  C118 1.090
127 H 5.282 6.996 0.505  C118 1.090
128 H 5.028 6.784 2.187  C118 1.090
129 C 7.592 2.039 -7.166  O130 1.408, H135 1.090, H136 1.090, H137 1.090
130 O 7.031 2.006 -5.875  C129 1.408, C131 1.441
131 C 5.607 2.227 -5.855  O130 1.441, C132 1.523, H138 1.090, H139 1.090
132 C 4.954 1.903 -4.517  C131 1.523, O133 1.418, H140 1.090, H141 1.090
133 O 5.405 2.701 -3.435  C132 1.418, C134 1.365
134 C 4.931 2.500 -2.171  O133 1.365, H142 1.090, H143 1.090, H144 1.090
135 H 7.068 1.455 -7.923  C129 1.090
136 H 8.621 1.688 -7.078  C129 1.090
137 H 7.608 3.021 -7.638  C129 1.090
138 H 5.111 1.661 -6.642  C131 1.090
139 H 5.501 3.277 -6.128  C131 1.090
140 H 5.045 0.846 -4.269  C132 1.090
141 H 3.900 2.179 -4.497  C132 1.090
142 H 5.093 3.413 -1.598  C134 1.090
143 H 5.331 1.640 -1.633  C134 1.090
144 H 3.871 2.251 -2.118  C134 1.090
145 C -0.081 4.790 -3.223  O146 1.395, H151 1.090, H152 1.090, H153 1.090
146 O -0.091 4.681 -1.833  C145 1.395, C147 1.404
147 C 1.135 4.987 -1.220  O146 1.404, C148 1.548, H154 1.090, H155 1.090
148 C 1.578 6.470 -1.256  C147 1.548, O149 1.418, H156 1.090, H157 1.090
149 O 2.038 6.934 -2.514  C148 1.418, C150 1.356
150 C 2.272 8.269 -2.557  O149 1.356, H158 1.090, H159 1.090, H160 1.090
151 H 0.768 4.200 -3.569  C145 1.090
152 H 0.095 5.842 -3.448  C145 1.090
153 H -1.030 4.467 -3.651  C145 1.090
154 H 1.913 4.318 -1.586  C147 1.090
155 H 1.011 4.730 -0.168  C147 1.090
156 H 2.388 6.474 -0.526  C148 1.090
157 H 0.880 7.144 -0.759  C148 1.090
158 H 2.598 8.483 -3.574  C150 1.090
159 H 3.060 8.578 -1.870  C150 1.090
160 H 1.357 8.824 -2.352  C150 1.090
161 C -0.604 -3.333 -0.156  C162 1.509, H170 1.090, H171 1.090, H172 1.090
162 C 0.377 -2.280 0.296  C161 1.509, O163 1.414, H173 1.090, H174 1.090
163 O 0.027 -1.040 -0.287  C162 1.414, C164 1.332
164 C 0.771 0.030 -0.011  O163 1.332, O165 1.223, C166 1.579
165 O 1.839 -0.044 0.580  C164 1.223
166 C 0.194 1.411 -0.512  C164 1.579, F167 1.388, F168 1.347, F169 1.313
167 F -0.780 1.273 -1.491  C166 1.388
168 F -0.287 2.070 0.560  C166 1.347
169 F 1.245 1.975 -1.062  C166 1.313
170 H -0.583 -3.437 -1.241  C161 1.090
171 H -1.625 -3.136 0.171  C161 1.090
172 H -0.393 -4.365 0.123  C161 1.090
173 H 1.398 -2.535 0.011  C162 1.090
174 H 0.423 -2.272 1.385  C162 1.090
175 C 0.708 4.679 7.855  C176 1.531, H184 1.090, H185 1.090, H186 1.090
176 C -0.143 5.141 6.670  C175 1.531, O177 1.414, H187 1.090, H188 1.090
177 O 0.503 4.797 5.460  C176 1.414, C178 1.414
178 C 0.543 5.641 4.327  O177 1.414, O179 1.256, C180 1.491
179 O 0.170 6.840 4.324  C178 1.256
180 C 1.174 4.979 3.150  C178 1.491, F181 1.323, F182 1.297, F183 1.319
181 F 0.509 3.894 2.787  C180 1.323
182 F 1.198 5.761 2.114  C180 1.297
183 F 2.428 4.696 3.446  C180 1.319
184 H 1.002 3.637 7.727  C175 1.090
185 H 0.037 4.793 8.706  C175 1.090
186 H 1.535 5.383 7.948  C175 1.090
187 H -0.577 6.139 6.731  C176 1.090
188 H -1.038 4.518 6.666  C176 1.090

Its orbital gap (spin up / spin down) is 8.6062 / 2.4996 eV. For the lowest unoccupied orbital energy (spin up / spin down), the calculation gives -2.022 / -8.128 eV. The value obtained for the energy is -116980.0456 eV. The spin multiplicity is 2. Its total charge is +1.